Record 1
# C18H48N3O9

7 unconnected molecules or ions with the total composition C18H48N3O9 in a non-equilibrium geometry (ωB97M-V/def2-TZVPD, OMol25).

Geometry as XYZ:
```
78
Properties=species:S:1:pos:R:3:lowdin_charge:R:1
C 0.6303 -2.1475 -3.3506 0.03
C -0.8711 -1.7711 -3.3813 -0.22
O -1.5433 -1.8604 -4.5401 0.04
N -1.7024 -1.4160 -2.1032 0.08
H -1.6276 -2.3475 -1.5804 0.21
H -1.1249 -0.7051 -1.5749 0.10
C -3.0537 -0.9763 -2.4975 0.01
H 1.1717 -1.2758 -3.6340 0.08
H 0.6493 -2.7911 -4.1193 0.03
H 0.9771 -2.7699 -2.2710 0.17
H -3.0383 -0.2878 -3.2457 0.08
H -3.3695 -0.5215 -1.6667 0.04
H -3.6643 -1.7418 -2.9561 0.12
C 1.8115 -4.0839 3.2209 0.04
C 0.7443 -3.0348 3.5339 -0.32
O 0.5157 -2.7088 4.7197 0.14
N 0.0339 -2.5131 2.3250 0.11
H 0.5588 -1.6679 1.9307 0.15
H -0.1112 -3.3448 1.7408 0.17
C -1.4197 -2.0160 2.6131 0.03
H 2.6938 -3.8816 2.7971 0.03
H 1.3162 -4.9849 2.6433 0.15
H 2.1855 -4.5551 4.0462 0.06
H -1.9804 -1.7307 1.8088 0.04
H -1.5207 -1.2513 3.3482 0.08
H -2.0089 -2.9200 3.0865 0.15
N 0.1226 0.7554 -0.4716 -0.53
O 0.7294 1.5072 0.2515 0.05
O -0.6304 1.0235 -1.3827 0.01
O -0.0820 -0.4266 0.0842 -0.13
C 0.6906 1.2675 5.2702 -0.09
C 0.5083 1.7207 3.8805 -0.54
C 1.3945 2.9281 3.4888 -0.03
O 0.6498 0.6269 3.0041 -0.06
H 0.2814 0.1087 5.3888 0.14
H 0.8054 2.0216 6.0319 0.08
H 1.7728 1.1034 5.3924 0.07
H -0.6518 1.9739 3.9951 0.14
H 1.6046 2.8571 2.3367 0.10
H 2.3283 3.0664 4.1007 0.09
H 0.7777 3.8386 3.6211 0.08
H 0.8190 0.8328 2.1134 -0.01
C 3.3525 -2.2288 -0.7789 0.00
C 3.9034 -1.7887 0.6165 -0.40
C 4.9539 -0.6261 0.6327 0.00
O 2.8242 -1.4026 1.4086 -0.08
H 2.5591 -2.9113 -0.6071 0.07
H 3.8285 -2.8409 -1.2131 -0.04
H 3.1421 -1.5855 -1.5629 0.07
H 4.2061 -2.6278 1.1192 0.10
H 5.9037 -0.7979 0.1415 0.08
H 5.2242 -0.3659 1.5923 0.05
H 4.4010 0.2228 0.2225 0.09
H 2.4681 -0.5768 1.0165 0.08
C -0.3763 0.9354 -5.7891 -0.05
C 0.0563 2.3990 -5.7351 -0.50
C -0.2445 3.1577 -4.4197 0.00
O 1.3687 2.4969 -6.1072 -0.03
H -0.2976 0.4517 -6.7074 0.06
H -1.4825 0.9486 -5.6425 0.10
H 0.0580 0.4564 -4.9998 0.02
H -0.5435 2.9290 -6.5629 0.15
H 0.3282 3.9599 -4.5260 0.03
H 0.0671 2.8020 -3.5865 -0.01
H -1.3572 3.3858 -4.2829 0.13
H 1.6032 1.9430 -6.8756 0.11
C -4.8041 2.3464 1.1090 -0.11
C -3.4018 2.3363 0.8186 -0.53
C -2.8647 1.9312 2.1398 -0.05
O -3.1074 1.4552 -0.2714 -0.01
H -5.2473 3.2872 1.6961 0.14
H -5.2773 1.4005 1.5065 0.10
H -5.4053 2.5624 0.1696 0.09
H -3.1284 3.2080 0.5296 0.09
H -1.8661 1.9337 1.9603 0.01
H -3.1287 0.9883 2.3517 0.04
H -2.8960 2.9936 2.8381 0.20
H -2.1920 1.3209 -0.1992 0.01
```

Results
Relative energy (zero: lowest compared OMol25 entry of this formula, charge and spin) ... 126.27 kJ/mol
M ... 450.6 g/mol
Charge ... +1
Frontier orbital gap ... 8.1 eV
Maximum force ... 0.250 Eh/bohr
Multiplicity ... 1

---

Record 2
# C28H35FeN5P2S

A molecular structure, C28H35FeN5P2S in a non-equilibrium geometry (ωB97M-V/def2-TZVPD, OMol25).

Geometry as XYZ:
```
72
Properties=species:S:1:pos:R:3:lowdin_charge:R:1
Fe -0.2207 1.1434 -0.9321 0.58
C -1.4913 1.5557 -2.4372 -0.20
C -1.2383 0.1460 -2.3711 -0.23
C -0.4945 -0.6332 -3.4322 -0.18
C 0.8648 -0.0090 -3.7458 -0.18
C 1.4684 0.6627 -2.5511 -0.11
C 1.1787 1.9153 -2.0140 -0.25
C 0.3778 2.9820 -2.6785 -0.17
C -0.8449 2.4612 -3.4222 -0.16
C 1.2123 1.0074 2.2432 -0.21
H -2.4723 1.8650 -2.1116 0.08
H -2.0742 -0.4312 -1.9727 0.09
H -1.0889 -0.8569 -4.3299 0.13
H -0.3353 -1.6417 -3.0523 0.10
H 1.5424 -0.8228 -4.0665 0.12
H 0.7140 0.5971 -4.6548 0.11
H 2.4702 0.2699 -2.3864 0.10
H 1.8688 2.3321 -1.2772 0.09
H 0.9830 3.5984 -3.3338 0.13
H 0.0357 3.6594 -1.8831 0.12
H -1.5548 3.2580 -3.6408 0.12
H -0.5835 2.0487 -4.4039 0.11
H 0.4173 1.6576 1.8917 0.01
H 2.0011 1.7737 2.3264 0.05
H 0.9625 0.5662 3.1877 0.01
P 1.5375 -0.2408 0.9636 1.03
P -1.7101 -0.8204 1.2296 1.02
N 3.0547 0.6818 0.2802 -0.15
N 2.4205 -1.5293 1.8308 -0.19
N -2.7363 0.4267 0.3138 -0.21
N -2.9199 -1.9272 1.7147 -0.28
C 0.7300 -1.4277 -0.2940 -0.33
C -0.7827 -1.8347 -0.0217 -0.36
C 3.1875 2.0754 0.3810 -0.21
C 4.2987 2.5367 -0.3287 -0.08
C 4.8754 1.3748 -0.9134 -0.09
C 4.1119 0.2677 -0.5186 -0.15
C 3.3440 -1.2060 2.8236 -0.13
C 4.2057 -2.2741 3.0268 -0.08
C 3.7512 -3.3310 2.1850 -0.08
C 2.6202 -2.8757 1.5201 -0.14
C -2.1570 1.7647 0.3259 -0.25
C -3.2280 2.6114 -0.1174 -0.10
C -4.3233 1.8359 -0.4964 -0.07
C -4.0022 0.5103 -0.1578 -0.10
C -3.9949 -2.4955 1.0253 -0.16
C -4.7902 -3.1989 1.9261 -0.08
C -4.1944 -3.0699 3.2250 -0.08
C -3.0639 -2.2910 3.0657 -0.15
H 1.3056 -2.3502 -0.4544 0.06
H 0.8190 -0.9977 -1.2978 0.02
H -1.3344 -1.8154 -0.9732 0.04
H -0.8431 -2.9004 0.3040 0.09
H 2.4654 2.6841 0.8840 0.09
H 4.5994 3.5828 -0.4341 0.10
H 5.7066 1.3803 -1.6125 0.09
H 4.2788 -0.7691 -0.7438 0.11
H 3.2959 -0.2593 3.3331 0.11
H 5.0199 -2.3116 3.7481 0.10
H 4.1595 -4.3328 2.1350 0.10
H 1.9433 -3.4398 0.8934 0.09
H -1.4047 1.9666 1.0940 0.06
H -3.1520 3.6637 -0.3746 0.11
H -5.2471 2.2206 -0.9320 0.11
H -4.6474 -0.3129 -0.1553 0.08
H -4.0703 -2.3823 -0.0415 0.09
H -5.6950 -3.7351 1.7120 0.09
H -4.5428 -3.4814 4.1605 0.10
H -2.3660 -1.9430 3.8009 0.06
S -2.5024 0.9088 3.5761 0.49
C -1.3106 0.2658 4.4567 -1.05
N -0.4102 -0.3098 4.9802 0.00
```

Results
Relative energy (zero: lowest compared OMol25 entry of this formula, charge and spin) ... 468.57 kJ/mol
M ... 591.5 g/mol
<S²> ... 6.097
Frontier orbital gap (spin up / spin down) ... 5.6 / 6.0 eV
Maximum force ... 0.070 Eh/bohr
Multiplicity ... 5

---

Record 3
# C2H6N2O

2 unconnected molecules or ions with the total composition C2H6N2O in a non-equilibrium geometry (ωB97M-V/def2-TZVPD, OMol25).

Geometry as XYZ:
```
11
Properties=species:S:1:pos:R:3:lowdin_charge:R:1
H 2.0711 0.8140 -3.0377 0.03
N 1.5365 0.3507 -2.3054 0.04
C 1.9010 0.9089 -1.2210 -0.43
N 1.3021 1.0900 -0.0077 0.06
H 3.0152 0.9652 -0.9880 0.12
H 1.8471 1.6007 0.6719 0.08
H 0.3719 1.4537 0.1641 0.09
C -3.0102 -1.7951 1.6795 -0.16
O -3.0173 -1.9905 0.5034 0.01
H -2.4834 -2.4533 2.4065 0.08
H -3.5340 -0.9442 2.1344 0.07
```

Results
Relative energy (zero: lowest compared OMol25 entry of this formula, charge and spin) ... 285.17 kJ/mol
M ... 74.1 g/mol
SMILES string ... [H]/N=C/N.C=O
Frontier orbital gap ... 9.6 eV
Maximum force ... 0.060 Eh/bohr
Multiplicity ... 1

---

Record 4
# C5H8N2

A single C5H8N2 molecule (ωB97M-V/def2-TZVPD, OMol25).

Geometry as XYZ:
```
15
Properties=species:S:1:pos:R:3:lowdin_charge:R:1
C -0.5755 2.1743 -1.7840 -0.13
N -0.1658 1.1251 -0.8857 0.01
C -0.8590 0.0635 -0.8825 -0.12
C -0.3969 -1.0110 -0.0217 -0.29
N -0.6366 -2.1671 0.4136 0.21
C 0.7073 -1.5060 0.7471 -0.29
C 0.9732 -1.0950 2.1696 -0.08
H -1.4091 1.8812 -2.4378 0.07
H 0.2862 2.4631 -2.3934 0.08
H -0.8650 3.0470 -1.1907 0.08
H -1.7353 -0.1045 -1.5226 0.12
H 1.5602 -1.8948 0.1881 0.12
H 0.0611 -0.6988 2.6264 0.08
H 1.3089 -1.9572 2.7546 0.07
H 1.7464 -0.3196 2.2190 0.07
```

Results
Relative energy (zero: lowest compared OMol25 entry of this formula, charge and spin) ... 251.10 kJ/mol
M ... 96.1 g/mol
SMILES string ... C/N=C/C1=N[C@@H]1C
Frontier orbital gap ... 9.9 eV
Maximum force ... 0.010 Eh/bohr
Multiplicity ... 1

---

Record 5
# C11H16BCaClN6

A molecular structure, C11H16BCaClN6 in a non-equilibrium geometry (ωB97M-V/def2-TZVPD, OMol25).

Geometry as XYZ:
```
36
Properties=species:S:1:pos:R:3:lowdin_charge:R:1
C 3.1304 0.1833 0.6237 -0.12
N 1.8319 0.1490 0.2384 -0.09
N 1.8410 -0.0217 -1.1403 -0.04
C 3.1139 -0.1829 -1.5685 -0.02
C 3.9725 -0.0659 -0.4731 -0.01
B 0.5182 0.0591 -1.9766 -0.46
N -0.5146 -1.0932 -1.7000 -0.04
N -1.1685 -1.2188 -0.4818 -0.11
C -2.0818 -2.2091 -0.6298 -0.11
C -1.9623 -2.7815 -1.9041 -0.01
C -0.9664 -2.0454 -2.5460 -0.03
Ca -0.2860 -0.0582 1.4167 1.34
N -0.1834 1.4052 -1.6050 0.04
N -0.5944 1.6205 -0.3089 0.00
C -1.1580 2.8450 -0.2754 -0.04
C -1.1150 3.4210 -1.5519 0.11
C -0.4888 2.4787 -2.3649 0.07
H -1.5682 3.2790 0.6317 0.14
H -0.2483 2.5016 -3.4094 0.16
H -1.4856 4.3805 -1.8371 0.14
H 0.8003 0.0582 -3.1449 0.13
H -0.5562 -2.1516 -3.5267 0.13
H 3.3336 -0.3789 -2.5958 0.13
H -2.5020 -3.6177 -2.2853 0.11
H 5.0335 -0.1700 -0.4602 0.11
H -2.7797 -2.5109 0.1490 0.12
H 3.4506 0.3572 1.6471 0.11
H -2.0109 -0.7397 2.6625 -0.05
C -2.0727 -1.5646 3.3945 -0.03
H -2.9026 -2.2027 3.0753 0.05
H -1.1583 -2.1703 3.4731 0.05
H -2.2970 -1.1216 4.3714 0.05
Cl 0.9104 2.3144 3.1568 0.71
C 0.7156 0.6922 3.4976 -0.63
H 1.5610 0.0390 3.2640 0.03
H -0.1121 0.5211 4.1837 0.03
```

Results
M ... 318.6 g/mol
Charge ... +2
Frontier orbital gap (spin up / spin down) ... 7.2 / 4.1 eV
Maximum force ... 0.065 Eh/bohr
Multiplicity ... 1

---

Record 6
# C7H14

A single C7H14 molecule (ωB97M-V/def2-TZVPD, OMol25).

Geometry as XYZ:
```
21
Properties=species:S:1:pos:R:3:lowdin_charge:R:1
C 0.8733 -0.7687 -1.4773 -0.07
C 0.5707 0.7079 -1.0662 -0.35
C -0.2541 1.4238 -2.1635 -0.10
C -0.1089 0.9217 0.4082 -0.11
C 0.0454 -0.3252 1.2694 -0.33
C -0.2020 -0.6579 2.7209 -0.12
C -1.0108 -1.3253 1.6373 -0.13
H 0.7313 -1.4230 -0.6202 0.04
H 0.2312 -1.1505 -2.2828 0.07
H 1.9126 -0.9471 -1.7859 0.08
H 1.5443 1.2059 -0.9894 0.11
H 0.3484 1.8201 -2.9935 0.07
H -0.9962 0.7524 -2.6187 0.07
H -0.7990 2.2670 -1.7304 0.06
H 0.3547 1.7757 0.9414 0.11
H -1.1581 1.2147 0.2655 0.10
H 0.9298 -0.8449 0.9259 0.10
H 0.5654 -1.2519 3.2191 0.10
H -0.7202 0.0180 3.3956 0.09
H -2.0645 -1.0589 1.5796 0.10
H -0.7932 -2.3538 1.3650 0.09
```

Results
Relative energy (zero: lowest compared OMol25 entry of this formula, charge and spin) ... 165.79 kJ/mol
M ... 98.2 g/mol
SMILES string ... CC(C)CC1CC1
Frontier orbital gap ... 11.2 eV
Maximum force ... 0.013 Eh/bohr
Multiplicity ... 1

---

Record 7
# C6H11N5

A gas-phase ion, C6H11N5 (charge +2) in a non-equilibrium geometry (ωB97M-V/def2-TZVPD, OMol25).

Geometry as XYZ:
```
22
Properties=species:S:1:pos:R:3:lowdin_charge:R:1
C 1.0339 -0.8686 2.2035 0.03
C 0.6322 -0.7533 0.8067 -0.23
N -0.5863 -0.5890 0.3998 0.20
N -0.5783 -0.4738 -0.9702 -0.18
C -1.5577 -1.1449 -1.7720 0.08
C 0.7130 -0.2944 -1.5149 -0.16
C 1.6536 -0.6211 -0.3397 0.03
N -0.1051 0.8281 -1.5313 0.13
N -0.1488 1.8908 -0.7221 0.26
C -0.5253 2.1082 0.4176 -0.01
N -1.1912 2.7511 1.2766 0.28
H 1.8658 -0.1957 2.4711 0.13
H 1.4439 -1.8381 2.3907 0.12
H 0.1992 -0.7529 2.8294 0.09
H -1.1387 -1.9376 -2.3556 0.12
H -2.2966 -1.6613 -1.1678 0.13
H -2.0744 -0.4671 -2.3562 0.10
H 1.0601 -0.6695 -2.4723 0.19
H 2.6256 0.0313 -0.4653 0.20
H 1.9300 -1.6082 -0.5362 0.12
H -2.0496 3.3243 1.1831 0.20
H -0.9053 2.9415 2.2254 0.17
```

Results
Relative energy (zero: lowest compared OMol25 entry of this formula, charge and spin) ... 683.24 kJ/mol
M ... 153.2 g/mol
SMILES string ... CC1=N[N@+]2(C)[C@H](C1)N2N=C=[NH2+]
Charge ... +2
Frontier orbital gap ... 10.4 eV
Maximum force ... 0.091 Eh/bohr
Multiplicity ... 1

---

Record 8
# C2H8O2P2S

A single C2H8O2P2S molecule in a non-equilibrium geometry (ωB97M-V/def2-TZVPD, OMol25).

Geometry as XYZ:
```
15
Properties=species:S:1:pos:R:3:lowdin_charge:R:1
C 1.3058 -0.6498 -1.6929 -0.17
C 0.4776 0.2114 -0.7158 -0.38
O -1.4690 -0.1416 1.1121 -0.69
O 0.6044 -1.3932 1.3545 -0.42
P -2.9558 0.1307 0.7355 0.35
P -3.1816 0.2659 -1.3548 0.40
S -0.2009 -1.1481 0.2285 0.92
H 1.8365 -0.0424 -2.4319 0.08
H 2.1257 -1.2599 -1.1169 0.11
H 0.6867 -1.3219 -2.1936 0.03
H -0.4306 0.5542 -1.1911 0.01
H 0.9420 1.0706 -0.2299 0.11
H -3.5491 -0.8864 1.4873 -0.04
H -3.0867 1.0952 1.8160 0.00
H -4.4963 0.3645 -1.3276 -0.32
```

Results
Relative energy (zero: lowest compared OMol25 entry of this formula, charge and spin) ... 261.68 kJ/mol
M ... 158.1 g/mol
Frontier orbital gap ... 8.0 eV
Maximum force ... 0.069 Eh/bohr
Multiplicity ... 1

---

Record 9
# C2H5NOS

A single C2H5NOS molecule in a non-equilibrium geometry (ωB97M-V/def2-TZVPD, OMol25).

Geometry as XYZ:
```
10
Properties=species:S:1:pos:R:3:lowdin_charge:R:1
C 1.9385 -0.2730 0.1949 -0.37
S 0.4773 0.9935 0.1281 0.77
C -0.7706 -0.2453 -0.3625 -0.49
N -2.0484 -0.1193 -0.3115 -0.11
O -2.6017 1.1141 -0.0152 -0.09
H 1.6597 -1.0003 0.9477 0.02
H 2.3870 -0.5916 -0.8014 0.06
H 2.7667 0.3433 0.6124 0.02
H -0.2532 -1.2052 -0.5818 0.07
H -3.5553 0.9837 0.1892 0.11
```

Results
Relative energy (zero: lowest compared OMol25 entry of this formula, charge and spin) ... 285.20 kJ/mol
M ... 91.1 g/mol
SMILES string ... CS/C=N\O
Frontier orbital gap ... 9.7 eV
Maximum force ... 0.046 Eh/bohr
Multiplicity ... 1